# 1
{"formula": "C35H37FIN8O6V", "method": "ωB97M-V with the def2-TZVPD basis set", "elements": ["V", "C", "C", "N", "C", "C", "C", "O", "C", "C", "N", "C", "C", "C", "C", "C", "C", "I", "C", "O", "H", "H", "H", "H", "H", "H", "H", "H", "H", "H", "H", "H", "F", "C", "C", "C", "C", "O", "C", "C", "N", "C", "C", "C", "C", "C", "C", "N", "C", "C", "N", "C", "C", "C", "O", "O", "H", "H", "H", "H", "H", "H", "H", "H", "H", "H", "H", "H", "H", "H", "H", "H", "H", "H", "C", "N", "C", "C", "O", "N", "C", "N", "H", "H", "H", "H", "H", "H", "H"], "coordinates": [[-0.2260, -0.3812, 0.1543], [-4.3423, -1.7685, 1.3177], [-3.7214, -0.7841, 2.2641], [-4.3077, -0.5648, 3.4206], [-3.7663, 0.3182, 4.2777], [-2.6140, 1.0197, 4.0225], [-2.0829, 2.0047, 5.0353], [-1.9751, 3.3259, 4.5227], [-1.9636, 0.7783, 2.7957], [-0.7618, 1.5307, 2.4496], [-0.0127, 1.2594, 1.4489], [1.0960, 2.1196, 1.1833], [2.1207, 2.2876, 2.0999], [3.1918, 3.1154, 1.7964], [3.2432, 3.7696, 0.5749], [2.2201, 3.6036, -0.3512], [1.1563, 2.7777, -0.0405], [-0.4250, 2.5392, -1.3855], [-2.5203, -0.1301, 1.9111], [-1.9735, -0.4031, 0.7173], [-5.4007, -1.8687, 1.5437], [-3.8652, -2.7442, 1.4297], [-4.2096, -1.4515, 0.2840], [-4.3008, 0.4643, 5.2089], [-1.0728, 1.7321, 5.3475], [-2.7133, 1.9766, 5.9271], [-2.8605, 3.6798, 4.3865], [-0.5177, 2.3993, 3.0594], [2.0721, 1.7605, 3.0449], [3.9859, 3.2504, 2.5179], [4.0771, 4.4151, 0.3369], [2.2528, 4.1167, -1.3016], [1.2300, -4.4084, 5.3108], [1.9808, -4.2255, 4.2092], [1.6024, -3.2718, 3.3154], [2.3271, -3.0927, 2.1331], [1.8927, -2.1072, 1.1562], [0.8956, -1.3817, 1.4328], [2.6200, -2.0451, -0.0529], [3.7029, -2.8667, -0.2155], [4.1460, -3.7368, 0.7015], [5.2984, -4.5694, 0.4072], [6.5661, -4.3428, 1.1760], [6.4766, -3.9502, -0.2684], [3.4432, -3.9009, 1.8913], [3.8297, -4.8578, 2.8381], [3.1064, -5.0467, 4.0017], [3.5172, -6.0419, 4.9183], [3.6928, -7.4056, 4.4417], [4.9728, -7.9703, 5.0651], [5.1874, -7.2814, 6.3902], [3.8804, -7.0623, 7.0934], [3.0681, -6.0204, 6.3088], [2.2871, -1.1229, -1.1931], [2.8191, -1.2822, -2.2719], [1.3938, -0.2035, -0.9579], [0.7142, -2.6806, 3.4938], [4.2531, -2.8225, -1.1461], [5.0331, -5.5844, 0.1371], [7.1559, -5.2077, 1.4453], [6.5652, -3.5407, 1.9015], [6.9907, -4.5479, -1.0060], [6.4413, -2.8932, -0.4899], [4.7145, -5.4526, 2.6642], [3.7808, -7.4277, 3.3591], [2.8273, -8.0238, 4.7075], [5.8534, -7.7680, 4.4584], [4.9059, -9.0400, 5.2546], [5.6138, -6.3700, 6.2141], [5.8310, -7.8188, 6.9712], [4.0807, -6.7341, 8.1106], [3.3895, -8.0328, 7.1315], [3.2322, -5.0247, 6.7169], [2.0103, -6.2638, 6.4309], [-1.7763, -3.1742, -4.4085], [-1.4600, -2.9884, -3.0054], [-1.9278, -3.8310, -1.9152], [-1.2960, -3.1495, -0.7089], [-1.3564, -3.5263, 0.4330], [-0.6396, -2.0065, -1.1532], [-0.7542, -1.9808, -2.4951], [-0.2238, -1.0068, -3.2331], [-2.2637, -4.1381, -4.5241], [-0.8687, -3.1819, -5.0136], [-2.4528, -2.3987, -4.7713], [-1.5763, -4.8584, -2.0123], [-3.0164, -3.8326, -1.8273], [0.4815, -0.4204, -2.7958], [-0.2022, -1.0919, -4.2349]], "multiplicity": 3, "charge": 2, "lumo_ev": [-4.93, -4.99], "s_squared": 2.01, "orbital_gap_ev": [7.3, 7.3], "total_energy_ha": -3586.67043, "homo_energy_ha": [-0.4499, -0.4502]}

---

# 2
{"formula": "C28H40AsCaClN5O5S2", "method": "ωB97M-V with the def2-TZVPD basis set", "elements": ["Ca", "O", "S", "O", "O", "O", "C", "C", "N", "C", "C", "C", "O", "C", "C", "C", "C", "N", "C", "H", "H", "H", "H", "H", "H", "H", "H", "H", "H", "H", "H", "H", "H", "C", "C", "C", "C", "C", "C", "H", "H", "H", "H", "H", "S", "C", "N", "C", "C", "C", "N", "H", "H", "H", "H", "H", "H", "H", "H", "Cl", "C", "C", "C", "C", "N", "C", "H", "H", "H", "H", "C", "As", "C", "C", "H", "H", "H", "H", "H", "H", "H", "H", "H"], "coordinates": [[-1.1054, 0.7777, 0.1371], [-1.4426, -1.3376, -0.1441], [-2.0281, -0.8420, -1.4530], [-2.3797, -1.9448, -2.3174], [-3.1645, 0.0400, -1.0990], [-0.9727, 0.0518, -2.0116], [4.9018, -2.1452, -4.2932], [3.6175, -2.0281, -5.1095], [2.6198, -1.1702, -4.4795], [1.4869, -1.8206, -3.8296], [1.8924, -2.6415, -2.6089], [2.8012, 0.1657, -4.6024], [3.7778, 0.6275, -5.1868], [1.8002, 1.1228, -4.0067], [0.8552, 1.7230, -4.8265], [0.0381, 2.7101, -4.3029], [0.2147, 3.0794, -2.9770], [1.1039, 2.5039, -2.1738], [1.8615, 1.5338, -2.6817], [5.6446, -2.7422, -4.8283], [4.7077, -2.6110, -3.3258], [5.3154, -1.1506, -4.1261], [3.1580, -3.0076, -5.2486], [3.8539, -1.6151, -6.0885], [0.9937, -2.4692, -4.5604], [0.7632, -1.0765, -3.5148], [2.5731, -3.4563, -2.8668], [0.9865, -3.0611, -2.1724], [2.3657, -1.9996, -1.8610], [0.7791, 1.4300, -5.8679], [-0.7142, 3.1911, -4.9156], [-0.3773, 3.8771, -2.5373], [2.5779, 1.0881, -1.9958], [2.4906, 3.9642, 2.1339], [2.6725, 2.5869, 2.1973], [1.6936, 1.7312, 1.6979], [0.4902, 2.1748, 1.1128], [0.3636, 3.5776, 1.0755], [1.3244, 4.4583, 1.5629], [3.2469, 4.6396, 2.5182], [3.5777, 2.1831, 2.6416], [1.8773, 0.6606, 1.7890], [-0.5314, 4.0232, 0.6300], [1.1657, 5.5323, 1.5017], [-0.0462, -1.2315, 3.3507], [0.2562, -2.6345, 2.4728], [-0.5563, -3.0716, 1.4959], [-0.2209, -4.1601, 0.5797], [0.7210, -5.1445, 1.2435], [1.8873, -4.3742, 1.8322], [1.3545, -3.3880, 2.7617], [-1.1424, -2.3584, 1.0772], [0.2280, -3.7538, -0.3316], [-1.1471, -4.6542, 0.2888], [1.0646, -5.8815, 0.5179], [0.2013, -5.6663, 2.0508], [2.4582, -3.8960, 1.0278], [2.5609, -5.0362, 2.3756], [1.9772, -2.9421, 3.4120], [0.3289, 1.8697, 5.6267], [-0.7419, 2.7843, 4.6273], [-0.6450, 4.1606, 4.5831], [-1.5291, 4.8475, 3.7711], [-2.4545, 4.1274, 3.0388], [-2.5509, 2.7990, 3.0751], [-1.7060, 2.1365, 3.8632], [0.1120, 4.6762, 5.1600], [-1.4871, 5.9266, 3.6952], [-3.1521, 4.6406, 2.3832], [-1.7879, 1.0556, 3.8854], [-4.3560, -0.1633, 3.5500], [-3.6600, -0.0421, 1.7000], [-5.0533, 1.1937, 1.0768], [-4.4945, -1.7276, 1.1399], [-5.3909, -0.5067, 3.5408], [-4.3023, 0.8121, 4.0360], [-3.7494, -0.8729, 4.1163], [-6.0403, 0.8552, 1.3927], [-5.0045, 1.2232, -0.0110], [-4.8602, 2.1854, 1.4831], [-5.5765, -1.6059, 1.1056], [-4.2451, -2.5052, 1.8626], [-4.1260, -2.0116, 0.1582]], "charge": -1, "lumo_ev": 2.44, "orbital_gap_ev": 7.4, "total_energy_ha": -5911.06717, "homo_energy_ha": -0.1815}

---

# 3
{"formula": "C5H9NO", "method": "ωB97M-V with the def2-TZVPD basis set", "elements": ["C", "C", "C", "N", "C", "C", "O", "H", "H", "H", "H", "H", "H", "H", "H", "H"], "coordinates": [[1.7759, -0.5345, 0.4467], [1.0937, 0.7451, -0.3686], [-0.0189, 0.0729, -1.2083], [-0.7213, -0.0506, 0.0732], [-2.0819, -0.3578, 0.2671], [0.0207, 0.9468, 0.6757], [-0.0559, 1.5420, 1.7217], [1.1670, -1.2770, 1.1058], [2.5096, -0.1310, 1.1383], [2.1863, -1.1723, -0.3347], [1.6776, 1.6149, -0.8219], [-0.6377, 0.6375, -1.9338], [0.3312, -0.8497, -1.6919], [-2.2563, -0.3263, 1.3432], [-2.7133, 0.3843, -0.2369], [-2.3164, -1.3587, -0.1136]], "lumo_ev": 0.90, "orbital_gap_ev": 10.0, "total_energy_ha": -325.84902, "homo_energy_ha": -0.3361, "smiles": "C[C@H]1CN(C)C1=O"}

---

# 4
{"formula": "C28H43Cl2GeNO3V", "method": "ωB97M-V with the def2-TZVPD basis set", "elements": ["V", "C", "C", "C", "C", "C", "C", "C", "C", "C", "C", "H", "H", "H", "H", "H", "H", "H", "H", "H", "H", "H", "H", "H", "H", "C", "C", "C", "O", "C", "O", "O", "H", "H", "H", "H", "H", "H", "H", "C", "C", "C", "C", "Ge", "C", "C", "C", "C", "H", "H", "H", "H", "H", "H", "H", "H", "H", "H", "H", "H", "H", "H", "H", "H", "H", "H", "H", "Cl", "C", "C", "C", "C", "C", "Cl", "C", "N", "H", "H", "H"], "coordinates": [[0.1568, -0.0191, -1.5285], [4.7152, 2.3376, -0.3437], [4.1299, 2.4351, -1.7502], [4.4593, 1.1897, -2.5806], [2.6424, 2.7514, -1.7652], [1.9632, 2.8258, -2.9848], [0.6488, 3.2560, -3.0526], [-0.0535, 3.6206, -1.9032], [-1.4228, 4.2361, -1.9875], [0.5874, 3.4606, -0.6823], [1.9154, 3.0448, -0.6132], [5.7772, 2.0979, -0.4000], [4.2363, 1.5553, 0.2513], [4.6128, 3.2767, 0.2011], [4.6243, 3.2855, -2.2336], [3.8532, 0.3347, -2.2826], [5.5117, 0.9243, -2.4701], [4.2723, 1.3496, -3.6417], [2.4785, 2.5691, -3.9018], [0.1623, 3.3284, -4.0192], [-1.3404, 5.2857, -2.2801], [-1.9312, 4.1970, -1.0257], [-2.0468, 3.7370, -2.7281], [0.0517, 3.6888, 0.2320], [2.3872, 2.9927, 0.3605], [1.7393, -2.7282, 0.4003], [2.4218, -1.5616, -0.2919], [3.8416, -1.3922, 0.2097], [1.6282, -0.3725, 0.0288], [2.3979, -1.7984, -1.8264], [3.1206, -2.6664, -2.2688], [1.5769, -1.0539, -2.5015], [1.8005, -2.6118, 1.4835], [2.2291, -3.6533, 0.1033], [0.6891, -2.7823, 0.1143], [3.8413, -1.2042, 1.2855], [4.3545, -0.5770, -0.3007], [4.3939, -2.3061, 0.0037], [2.2033, 0.4070, 0.0185], [0.0914, -1.7349, 5.0193], [-0.6100, -0.4058, 4.7574], [-1.5620, -0.4468, 3.5625], [-0.8517, -0.6417, 2.2223], [-2.1009, -0.7524, 0.7120], [-2.2245, -2.4913, -0.2139], [-2.8968, -3.5913, 0.6124], [-2.0930, -4.0220, 1.8359], [-2.7553, -5.1669, 2.5932], [0.7198, -1.6789, 5.9090], [0.7305, -2.0266, 4.1842], [-0.6380, -2.5336, 5.1751], [0.1362, 0.3784, 4.5945], [-1.1743, -0.1183, 5.6488], [-2.1393, 0.4815, 3.5298], [-2.2925, -1.2488, 3.7231], [-0.2333, -1.5402, 2.2323], [-0.1862, 0.2007, 2.0198], [-3.5452, -0.4538, 1.1565], [-1.2440, -2.8259, -0.5628], [-2.8108, -2.2921, -1.1159], [-3.0694, -4.4706, -0.0172], [-3.8869, -3.2517, 0.9367], [-1.9620, -3.1708, 2.5098], [-1.0878, -4.3195, 1.5180], [-3.7461, -4.8730, 2.9464], [-2.1663, -5.4691, 3.4600], [-2.8775, -6.0400, 1.9495], [-3.3850, 2.3660, 0.9790], [-3.5325, 1.9512, -0.7015], [-4.5549, 2.5258, -1.4319], [-4.6281, 2.3404, -2.8050], [-3.6403, 1.6073, -3.4390], [-2.6389, 1.0404, -2.6774], [-1.3339, 0.2042, -3.5013], [-2.5433, 1.1146, -1.2744], [-1.5498, 0.4859, -0.5677], [-5.2800, 3.1428, -0.9187], [-5.4302, 2.7866, -3.3759], [-3.6366, 1.4794, -4.5132]], "multiplicity": 4, "lumo_ev": [0.58, 0.51], "s_squared": 3.76, "orbital_gap_ev": [8.4, 8.6], "total_energy_ha": -5314.58543, "homo_energy_ha": [-0.2876, -0.2955]}

---

Calculated ΔE to the lowest compared entry with this formula, charge and spin, 0.000 2.007 2.409 0.000 eV (same order as the records).